Here is 7 unconnected molecules or ions with the total composition C51H117N7O11 from the OMol25 dataset. Energies are from wB97M-V/def2-TZVPD.

LUMO (alpha / beta) in eV: -2.46 / -6.58
Gap between HOMO and LUMO (alpha / beta) in eV: 7.12 / 3.00
ΔE to the lowest compared entry with this formula, charge and spin in kJ/mol: 421.6
⟨S²⟩: 0.755
Molecular weight in u: 1004.53
Total charge: +1
Total energy in eV: -87713.58799
Multiplicity: 2

```
186
Properties=species:S:1:pos:R:3:forces:R:3
C 23.5429 -17.9105 -9.1922 -0.8105 -1.3061 0.2932
H 18.9336 -23.2585 -18.8695 0.1063 0.0470 0.3391
H 25.9378 -25.3214 -7.3426 -0.0438 -0.5201 1.0541
H 21.1019 -16.6149 -5.7457 0.3747 0.0537 -0.3090
H 17.9897 -19.4363 -1.6162 0.7576 -0.4251 0.3506
O 13.6592 -16.0919 -10.4501 0.5156 1.4136 -1.1139
H 20.6061 -24.7298 -10.6118 -0.5030 -0.2393 0.2046
H 14.1226 -16.6740 -8.5335 0.4093 0.3033 0.1453
H 17.4944 -18.4964 -2.8920 0.1870 0.4278 -0.2880
C 23.8920 -26.1113 -7.6816 -0.4579 -0.5592 0.2958
C 23.7905 -18.5030 -7.7682 0.1428 0.2970 -0.9210
C 14.3980 -20.0259 -14.7430 -2.2692 0.2210 0.1442
H 24.5981 -24.5459 -6.3209 0.5809 0.1142 0.0419
C 19.6054 -21.0472 -3.3146 -1.7600 1.6638 0.3826
H 11.3283 -24.3700 -16.1014 0.1826 -0.2876 -0.0391
H 25.6417 -27.3130 -8.0595 0.2018 0.0144 0.0634
H 22.0251 -24.7669 -11.4357 0.4909 -1.0138 -0.5192
H 22.2112 -22.7082 -9.9848 -0.7078 -0.1656 0.3273
H 20.6948 -15.6562 -7.9826 0.8352 0.1974 0.3811
H 18.4596 -17.1460 -4.5227 -0.4607 0.2075 0.1188
C 19.9401 -22.8414 -18.8386 -0.2470 1.1756 0.0694
H 11.2535 -15.4093 -14.1574 0.3330 -0.7769 -0.2234
H 20.5456 -20.5518 -3.5568 0.1731 -0.3426 0.1939
H 20.4695 -18.6014 -4.2109 -0.1883 -0.1341 0.1157
H 20.0554 -22.3768 -19.8179 0.2117 0.1217 -0.1317
H 16.8390 -20.3810 -13.0354 0.4568 -0.9628 0.0432
H 21.9623 -27.1301 -6.8867 0.3856 -0.2164 -0.7520
H 12.1191 -15.8568 -9.1154 0.3946 0.3581 0.5412
H 20.7199 -19.5346 -12.1042 0.1452 -0.2160 -0.4273
C 24.3126 -14.9234 -10.2940 -0.9511 0.5950 1.0006
C 17.9338 -22.3079 -16.4257 -0.6763 0.1472 -0.7116
H 22.1076 -20.9835 -18.1661 -0.2148 0.5772 -0.0090
H 13.5208 -21.4494 -10.9236 -0.3667 -0.1686 0.4439
H 26.4280 -18.0975 -6.0910 0.0876 0.3077 0.2603
H 19.9418 -21.6082 -13.0804 -0.5073 0.0672 -0.4946
C 12.3365 -15.9205 -10.1816 -2.3988 0.0402 0.7157
H 12.6515 -20.3405 -13.3490 -0.3842 -0.0550 -0.7871
H 22.8820 -16.1704 -11.1882 -0.0618 -0.7630 0.0094
H 24.3259 -26.7634 -10.4707 -0.1089 -0.1237 -0.0018
N 17.9225 -20.2614 -10.5816 1.9020 2.6639 -0.2576
C 13.5979 -19.8007 -13.3803 0.3956 -0.2365 -0.1958
O 20.2660 -19.7155 -19.0175 -2.2599 -0.6074 1.9134
H 18.8025 -22.4786 -11.9687 -0.5350 0.3078 -0.4391
H 16.6113 -18.9048 -8.4435 0.7667 0.5833 0.0012
O 19.6499 -15.2475 -6.2489 -0.5389 -0.3250 0.6984
C 19.6421 -18.1135 -2.4278 -0.6639 -2.3807 1.0972
H 9.9979 -14.7417 -13.4561 -0.4484 0.0801 1.3053
C 14.2207 -16.9737 -9.5769 0.4812 -1.4957 0.0682
H 19.8214 -18.7579 -8.0975 0.7209 -1.5104 0.3038
H 19.5275 -15.9257 -3.7888 -0.2381 0.3409 -0.2574
O 16.9582 -21.1984 -10.6942 -1.5012 -1.4977 0.0723
H 19.7286 -18.2199 -12.0979 -0.9743 0.1776 0.3101
H 10.0096 -17.4400 -13.7026 0.1922 -0.0475 -0.5841
H 25.0978 -17.2245 -5.2549 -0.0394 0.3301 -0.2847
H 7.8946 -16.3442 -13.3086 0.1081 -0.9811 -0.2680
H 22.8168 -26.4325 -5.6192 1.2218 -0.1017 -0.0306
C 22.8347 -23.4436 -9.4764 0.0004 -1.0820 -0.2165
C 22.9497 -15.6927 -10.2108 0.9055 -0.4907 -0.0855
H 10.6870 -14.7859 -10.6830 0.0224 0.8369 0.4395
H 12.9039 -22.7270 -13.3962 -0.3799 0.4332 -0.4516
H 21.3399 -26.3537 -10.6534 0.2768 0.1468 -0.4223
H 24.2534 -28.2939 -8.1324 -0.5883 -0.0351 0.4942
C 20.0165 -16.5416 -5.8138 0.6429 -0.2936 1.4206
C 22.6124 -26.2802 -6.6790 0.9158 1.3953 -0.1657
C 13.7665 -20.3938 -11.0398 -0.3394 -0.9541 0.3808
H 17.6543 -23.1430 -17.0680 -0.4490 0.1456 -0.3514
H 13.9654 -19.3197 -15.4517 -0.3836 0.1025 -0.0323
H 21.7108 -20.8069 -16.4542 0.1063 -0.3109 0.0418
O 18.4946 -20.0657 -3.6063 1.5757 -0.5771 1.3416
H 20.9256 -18.0033 -10.2602 -0.0368 0.1305 0.3936
C 21.7156 -25.0546 -6.7279 -0.4368 -1.2707 -2.7233
C 20.4085 -18.9601 -10.1875 1.2148 0.2726 -0.2047
O 9.3607 -17.0083 -11.8893 -1.1854 -1.4542 1.9493
H 25.0558 -18.9336 -5.4806 -0.5431 -0.3436 -0.5247
H 20.3632 -18.7455 -1.9094 0.1801 0.2814 0.5127
H 20.5935 -24.1166 -8.2369 -0.0907 0.3612 -0.5286
C 19.4336 -22.3146 -16.3420 -0.0482 2.4571 -0.3152
N 19.5006 -20.4478 -18.0846 0.0881 -0.4085 -1.5831
H 16.2112 -20.6496 -10.9441 -0.4622 -0.4897 -0.1577
O 24.3433 -25.8982 -10.0550 0.4508 0.6377 0.1403
H 23.1591 -23.0573 -8.5102 0.0503 0.0550 -0.1542
H 19.2606 -21.3637 -7.6132 -0.4843 0.5349 0.3870
C 18.7525 -20.2161 -11.8261 -1.3133 -0.1089 0.8007
C 18.0168 -20.2716 -18.1841 -1.8114 1.3290 2.9936
H 19.4328 -17.2251 -1.8321 -0.0338 -0.0255 0.0101
N 23.3387 -25.9491 -9.0761 -1.9056 -0.2026 1.1412
H 22.2075 -24.0976 -6.5536 0.0254 -0.1394 0.4665
C 19.8696 -15.0558 -7.5995 0.5446 -0.7711 -2.0484
O 14.3254 -20.2757 -12.2938 2.3515 -0.1154 -0.8889
C 11.7599 -14.7154 -10.8622 0.0780 -0.9348 -1.4113
C 17.3440 -20.9152 -16.9093 1.2334 -1.3032 0.5235
H 24.8895 -27.6649 -6.5214 -0.2193 -0.2560 -0.0906
C 22.2349 -24.9006 -9.3467 1.6769 -0.1976 1.5219
H 18.2742 -20.9311 -20.1538 -0.7630 0.0675 -0.7687
C 17.7594 -19.7994 -12.9843 0.0984 -0.2748 1.1903
C 21.6239 -21.4668 -17.3173 -0.3479 0.2365 -1.5191
H 20.2295 -21.7402 -11.4526 0.1033 0.1791 0.4540
C 17.4572 -20.9659 -19.4331 0.9705 0.0405 0.2676
H 11.7011 -16.7638 -10.4523 0.2449 -0.6810 -0.4268
H 17.9365 -18.2876 -17.0650 -0.0361 -0.6150 0.3710
H 21.9913 -15.1768 -10.1533 0.6096 1.2935 -0.0797
N 20.2307 -17.7938 -3.6535 1.5282 0.4698 -1.5414
N 11.9244 -14.8236 -12.3364 -1.6229 0.4061 0.2026
H 13.7724 -24.1737 -13.2632 1.0606 0.0686 0.0201
H 26.4689 -13.9644 -9.0437 0.6982 0.0743 0.3926
C 19.2124 -21.2577 -8.6969 -0.0650 -2.2617 1.1996
H 20.4284 -25.7756 -8.4396 0.4660 -0.6131 0.1395
H 20.8670 -25.2654 -6.0771 -0.0335 0.6187 0.1348
H 25.1847 -15.5540 -10.4670 -0.1977 -0.5512 -0.0298
H 16.2702 -20.9950 -17.0787 0.0174 -0.1299 -0.2345
H 16.5219 -20.4796 -19.7104 0.3509 0.1206 -0.3184
H 18.2659 -19.8678 -13.9471 -0.0299 0.4852 -0.0868
C 25.7409 -14.3432 -8.3263 -0.3740 -0.2284 -2.8699
H 16.4587 -20.5565 -8.3195 0.2249 -0.5140 0.1662
H 18.7556 -22.2092 -8.9690 0.2003 -0.2004 -0.4607
H 25.0794 -24.1719 -8.0160 -1.1336 0.2458 -0.1336
C 19.4313 -18.9688 -9.0932 -1.7909 2.4563 0.4915
H 24.1719 -19.5200 -7.8597 -0.6834 -0.5028 -0.0231
H 21.2216 -19.6538 -9.9735 -0.1184 -0.4282 -0.1935
H 19.1156 -15.4643 -8.2724 -1.0776 0.0156 0.3239
H 13.6550 -17.9012 -9.6657 0.1771 -0.5815 0.1931
H 17.4322 -20.1818 -16.1077 0.1927 -0.2378 0.2201
H 15.4272 -19.6673 -14.7319 0.1902 -0.5888 0.6251
C 18.4067 -20.0941 -9.1906 0.4821 0.7596 0.3739
H 15.4705 -23.0308 -15.2225 -0.5466 -0.6736 -0.1346
H 12.3172 -13.8600 -10.4804 -0.6036 0.4598 -0.0842
H 20.2852 -21.2510 -8.8895 -0.1397 0.0283 -0.9008
C 19.4950 -16.8289 -4.3982 -0.8213 1.0494 -0.5803
C 25.3483 -18.0059 -5.9724 0.4787 -0.1904 -0.2870
H 23.6635 -23.5248 -10.1797 0.4589 -0.0739 0.3549
H 18.9500 -17.9921 -9.0437 -0.9271 0.3283 -1.1039
O 13.0208 -23.9586 -15.1139 0.6477 -0.5203 0.0288
C 21.5446 -25.2842 -10.6053 -0.5916 1.2065 -0.7467
C 13.5730 -23.3682 -13.9700 1.8637 0.9894 -1.2394
H 15.2383 -17.1337 -9.9332 0.1427 -0.0876 0.5607
C 10.3682 -16.9496 -12.7976 0.4014 2.2079 -1.9153
N 22.8351 -16.6271 -9.0964 1.2585 -1.4950 0.4149
H 17.8611 -18.0389 -18.7090 -0.1020 -0.3501 -0.5861
H 20.6491 -23.6691 -18.8219 0.1582 0.2949 0.5911
H 22.2855 -22.3330 -17.3075 -0.7033 -0.4847 0.8720
H 8.2297 -15.3984 -11.9695 -0.1653 0.5800 -0.0336
H 24.2629 -14.2190 -11.1243 -0.0079 0.0975 -0.2048
H 16.4362 -18.6976 -17.9140 0.1128 -0.4100 -0.0158
C 19.8420 -19.1680 -11.5722 1.1465 -0.4648 -1.5515
H 25.9517 -15.4054 -8.2024 -0.1389 -0.0351 0.4874
H 19.8403 -23.2517 -15.9618 0.2464 0.0294 -0.5788
C 21.1920 -25.0275 -8.2265 -0.2802 1.5865 1.5810
H 11.3937 -22.8053 -15.4406 -0.2119 0.4662 0.3030
C 17.2215 -19.7828 -8.2317 -0.0018 -1.2126 -0.6622
C 24.9121 -24.9581 -7.2798 -0.5238 -0.5955 -0.5305
H 17.6364 -19.8458 -7.2258 -0.3439 0.4778 0.1005
H 23.3447 -16.3210 -8.2799 -0.3922 1.6191 0.2004
C 18.3830 -19.0238 -2.5453 -0.9525 -0.3241 -1.6847
H 19.6806 -21.5343 -15.6221 0.2552 -0.1501 0.5039
H 17.2370 -22.0077 -19.2000 0.0335 0.0735 -0.0662
H 14.5678 -20.1786 -10.3329 -0.4589 0.3259 0.3942
C 11.6762 -23.8343 -15.2182 -2.3469 0.1487 -1.2761
C 17.5237 -18.7545 -17.9593 1.4769 0.0614 -1.1358
H 13.3741 -18.7612 -13.1403 -0.0387 0.4700 -0.7029
O 24.4938 -14.1786 -9.1028 0.0830 0.3528 1.8772
H 7.2793 -16.7185 -11.6307 0.3299 -1.0626 -0.2027
C 10.7939 -15.4288 -13.1692 2.7676 -1.1495 0.2530
H 13.3210 -21.6809 -15.5477 -0.5679 1.1923 -0.6068
H 19.5013 -21.9944 -3.8438 -0.3485 0.4243 -0.4421
H 19.4990 -21.2824 -2.2556 0.4960 0.0050 0.1200
H 19.6654 -17.3840 -6.4098 -0.2057 0.2825 -0.7233
H 17.5403 -22.6093 -15.4549 -0.1454 0.4343 0.0499
O 24.8579 -17.7561 -7.2916 1.2962 1.1405 1.1074
C 20.1084 -21.7539 -17.6476 1.4926 -1.9381 0.1330
H 11.0565 -24.1948 -14.3971 0.2851 -0.0756 0.4682
N 14.2621 -21.3484 -15.3929 0.1807 0.2672 0.4735
C 8.1341 -16.4473 -12.2502 -0.0086 2.5714 0.5180
H 12.8301 -15.2504 -12.4699 -0.1978 -0.2776 -0.6763
H 12.8635 -19.8072 -10.8710 0.1023 0.3261 0.0208
H 15.3585 -22.1297 -13.7847 0.1122 0.3865 0.1085
H 22.9536 -18.5961 -9.8011 0.0199 -0.1612 0.1012
H 24.5435 -17.9324 -9.6239 0.2624 0.5750 -0.2489
H 17.2691 -18.8599 -12.7291 0.7948 0.7057 -0.3428
H 20.5622 -20.3949 -19.6277 0.7566 -0.4095 -0.4521
H 25.8177 -13.7530 -7.4131 -0.7843 -0.1397 -0.1635
H 20.0206 -14.0297 -7.9348 0.0001 0.1742 0.7664
C 14.7570 -22.4545 -14.6336 0.7161 -1.6553 3.0550
C 24.6786 -27.4617 -7.5713 0.3732 1.1134 -0.9593
H 22.9911 -18.3729 -7.0387 -0.6869 -0.4673 -0.3789
C 19.3965 -21.5803 -12.1371 0.9960 -0.1808 0.7749
H 11.2140 -17.5252 -12.4214 0.0835 0.2744 0.0566
```
Positions in Å, forces in eV/Å.